The following is a DFT calculation (wB97M-V/def2-TZVPD) of a molecular structure, C32H51N4OP2SSn in a non-equilibrium geometry.

Element x y z (Å)
C1 0.740 1.566 -2.063
C2 -0.950 -0.018 -2.686
C3 0.884 2.004 -3.380
C4 -0.869 0.477 -4.024
C5 0.042 1.461 -4.362
H1 1.623 2.782 -3.609
H2 -1.524 0.032 -4.778
H3 0.104 1.810 -5.396
N1 -0.165 0.614 -1.726
P1 0.463 2.325 0.561
P2 -1.425 -1.943 -0.781
C6 1.560 2.181 -0.937
H4 2.391 1.515 -0.660
H5 1.996 3.143 -1.249
C7 -1.740 -1.131 -2.327
H6 -2.287 -1.639 -3.132
C8 -0.150 -3.348 -1.157
C9 -3.050 -2.736 -0.189
C10 1.573 2.736 2.058
C11 -0.674 3.790 0.094
C12 0.530 -3.795 0.157
H7 -0.133 -4.430 0.761
H8 1.432 -4.389 -0.082
H9 0.830 -2.942 0.773
C13 -0.750 -4.580 -1.865
H10 -1.425 -5.160 -1.223
H11 -1.280 -4.298 -2.786
H12 0.081 -5.251 -2.156
C14 0.867 -2.723 -2.135
H13 1.772 -3.351 -2.170
H14 0.441 -2.667 -3.148
H15 1.157 -1.708 -1.852
C15 -2.763 -3.731 0.953
H16 -2.171 -3.260 1.752
H17 -3.723 -4.057 1.390
H18 -2.237 -4.630 0.605
C16 -3.971 -1.633 0.343
H19 -3.588 -1.224 1.296
H20 -4.088 -0.809 -0.369
H21 -4.964 -2.060 0.556
C17 -3.791 -3.411 -1.357
H22 -3.223 -4.225 -1.823
H23 -4.733 -3.842 -0.972
H24 -4.052 -2.678 -2.132
C18 -1.497 4.212 1.329
H25 -2.256 4.947 1.009
H26 -2.027 3.364 1.783
H27 -0.871 4.698 2.093
C19 -1.627 3.370 -1.047
H28 -1.089 3.228 -1.993
H29 -2.187 2.454 -0.829
H30 -2.357 4.185 -1.189
C20 0.126 5.002 -0.436
H31 -0.598 5.793 -0.699
H32 0.821 5.425 0.299
H33 0.680 4.755 -1.350
C21 2.669 1.659 2.132
H34 3.336 1.667 1.258
H35 3.287 1.855 3.025
H36 2.228 0.659 2.237
C22 0.719 2.620 3.338
H37 0.228 1.635 3.394
H38 1.381 2.723 4.214
H39 -0.053 3.396 3.407
C23 2.235 4.126 1.977
H40 2.791 4.269 1.039
H41 1.507 4.941 2.089
H42 2.956 4.218 2.810
Sn1 -0.339 0.007 0.312
C24 -2.219 0.861 0.610
O1 -3.339 1.398 1.019
N2 1.495 -0.676 0.254
C25 2.619 -1.034 0.119
C26 3.928 -1.470 -0.084
C27 4.812 -1.654 1.012
C28 4.384 -1.734 -1.402
C29 6.117 -2.093 0.783
H43 4.456 -1.452 2.026
C30 5.694 -2.170 -1.610
H44 3.696 -1.595 -2.242
C31 6.560 -2.350 -0.523
H45 6.794 -2.235 1.631
H46 6.038 -2.373 -2.628
H47 7.586 -2.694 -0.693
N3 -2.677 0.173 4.210
C32 -3.203 0.154 2.991
N4 -4.524 0.207 2.744
S1 -1.872 -0.038 1.976
H48 -3.301 0.204 4.996
H49 -1.653 0.139 4.432
H50 -5.069 0.230 1.846
H51 -5.143 0.227 3.563

Results
Kohn-Sham gap (spin up / spin down), eV: 7.40 / 4.32
Charge: +3
HOMO (spin up / spin down), hartree: -0.5961 / -0.5323



The following is a DFT calculation (wB97M-V/def2-TZVPD) of 8 unconnected molecules or ions with the total composition C32H52BN3O25SSi in a non-equilibrium geometry.

Element x y z (Å)
N1 -1.848 1.171 3.194
C1 -2.774 0.851 2.134
O1 -3.912 0.571 2.395
C2 -2.292 0.942 0.704
C3 -2.704 -0.228 -0.217
Si1 -2.449 -2.003 0.302
N2 -3.142 -3.085 -0.839
N3 -3.232 -2.364 1.837
C4 -2.542 -2.522 2.808
S1 -1.635 -2.646 4.082
O2 -0.864 -2.395 0.463
B1 0.179 -1.606 0.016
O3 0.319 -1.221 -1.289
O4 1.119 -1.186 0.934
H1 -1.600 2.155 3.094
H2 -0.972 0.681 3.021
H3 -1.216 1.109 0.636
H4 -2.763 1.850 0.309
H5 -2.183 -0.087 -1.167
H6 -3.773 -0.143 -0.436
H7 -4.147 -2.968 -0.912
H8 -2.735 -3.007 -1.764
H9 0.733 -0.346 -1.285
H10 0.731 -1.118 1.810
C5 0.869 -4.471 -1.859
C6 0.555 -5.924 -1.657
C7 1.524 -6.897 -2.288
O5 0.693 -8.045 -2.518
C8 -0.581 -7.603 -2.666
O6 -1.485 -8.277 -3.046
O7 -0.672 -6.300 -2.331
H11 0.021 -3.859 -1.559
H12 1.735 -4.178 -1.272
H13 1.068 -4.255 -2.909
H14 0.426 -6.144 -0.595
H15 2.360 -7.160 -1.645
H16 1.895 -6.541 -3.252
C9 -6.162 2.742 2.692
C10 -6.015 4.149 3.203
C11 -7.274 4.803 3.727
O8 -7.003 6.196 3.505
C12 -6.141 6.282 2.456
O9 -5.859 7.296 1.905
O10 -5.664 5.060 2.138
H17 -5.270 2.434 2.157
H18 -6.320 2.050 3.518
H19 -7.003 2.667 2.000
H20 -5.219 4.202 3.952
H21 -7.456 4.620 4.783
H22 -8.159 4.527 3.148
C13 4.919 -1.420 -2.551
C14 3.817 -0.559 -3.104
C15 4.274 0.633 -3.914
O11 3.180 1.552 -3.734
C16 2.603 1.259 -2.547
O12 1.770 1.929 -2.014
O13 3.084 0.111 -2.047
H23 4.514 -2.119 -1.819
H24 5.396 -1.986 -3.348
H25 5.665 -0.813 -2.051
H26 3.105 -1.162 -3.663
H27 4.413 0.419 -4.971
H28 5.182 1.088 -3.508
C17 2.896 -2.511 -9.122
C18 2.064 -2.466 -7.869
C19 1.868 -1.097 -7.252
O14 1.673 -1.420 -5.869
C20 2.313 -2.590 -5.627
O15 2.492 -3.041 -4.541
O16 2.717 -3.157 -6.783
H29 3.150 -3.540 -9.372
H30 2.346 -2.074 -9.955
H31 3.830 -1.962 -8.988
H32 1.099 -2.954 -8.032
H33 1.008 -0.555 -7.636
H34 2.762 -0.474 -7.339
C21 -8.215 8.404 5.112
C22 -9.061 8.426 6.357
C23 -9.463 9.792 6.870
O17 -9.630 9.549 8.273
C24 -8.828 8.508 8.608
O18 -8.595 8.164 9.720
O19 -8.331 7.920 7.493
H35 -7.801 7.418 4.938
H36 -8.805 8.691 4.242
H37 -7.374 9.094 5.207
H38 -9.945 7.792 6.229
H39 -10.388 10.170 6.443
H40 -8.668 10.529 6.739
C25 2.271 -5.939 5.423
C26 2.853 -5.325 4.177
C27 2.835 -3.813 4.113
O20 2.793 -3.575 2.700
C28 2.200 -4.645 2.124
O21 1.839 -4.694 0.992
O22 2.062 -5.650 3.018
H41 2.140 -7.012 5.291
H42 2.933 -5.768 6.272
H43 1.292 -5.511 5.644
H44 3.864 -5.703 4.000
H45 3.712 -3.341 4.547
H46 1.930 -3.394 4.560
C29 8.779 3.097 -2.270
C30 9.173 1.658 -2.070
C31 10.099 1.072 -3.115
O23 9.764 -0.321 -3.066
C32 8.483 -0.421 -2.643
O24 7.832 -1.415 -2.658
O25 8.036 0.782 -2.204
H47 7.964 3.364 -1.598
H48 9.626 3.751 -2.067
H49 8.436 3.268 -3.291
H50 9.583 1.509 -1.068
H51 11.155 1.212 -2.899
H52 9.876 1.446 -4.118

Results
SMILES string: NC(=O)CC[Si@](N)(N=C=S)OB(O)O.C[C@@H]1COC(=O)O1.C[C@@H]1COC(=O)O1.C[C@@H]1COC(=O)O1.C[C@@H]1COC(=O)O1.C[C@@H]1COC(=O)O1.C[C@@H]1COC(=O)O1.C[C@@H]1COC(=O)O1
Kohn-Sham gap, eV: 9.73
Charge: 0
ΔE to the lowest compared entry with this formula, charge and spin, kcal/mol: 0.0
HOMO, hartree: -0.3469



The following is a DFT calculation (wB97M-V/def2-TZVPD) of a molecular structure, C32H52Br30N2O6 in a non-equilibrium geometry.

Element x y z (Å)
C1 -2.341 -4.655 1.476
C2 -3.309 -3.509 1.138
N1 -4.005 -3.733 -0.163
C3 -3.033 -3.715 -1.352
C4 -4.750 -5.088 -0.127
C5 -5.787 -5.314 0.970
C6 -5.046 -2.610 -0.362
C7 -5.868 -2.620 -1.566
O1 -6.962 -3.500 -1.453
C8 -7.873 -3.142 -2.358
H1 -2.760 -5.623 1.437
H2 -2.120 -4.452 2.560
H3 -1.397 -4.717 0.938
H4 -2.670 -2.548 1.108
H5 -4.071 -3.444 1.968
H6 -2.651 -2.671 -1.508
H7 -3.520 -4.127 -2.247
H8 -2.166 -4.307 -1.128
H9 -4.020 -5.889 -0.200
H10 -5.263 -5.072 -1.085
H11 -6.325 -4.399 1.186
H12 -5.293 -5.664 1.839
H13 -6.496 -6.078 0.660
H14 -4.458 -1.661 -0.303
H15 -5.718 -2.515 0.446
H16 -5.320 -2.858 -2.483
H17 -6.118 -1.557 -1.679
H18 -8.759 -3.678 -2.245
H19 -7.502 -3.273 -3.419
H20 -8.261 -2.120 -2.283
C9 2.905 3.775 2.826
C10 4.357 3.376 2.753
N2 4.694 2.397 1.629
C11 4.236 2.945 0.370
C12 6.171 2.342 1.517
C13 6.923 1.755 2.735
C14 4.093 1.068 1.916
C15 4.428 -0.001 0.929
O2 5.693 -0.594 1.248
C16 5.875 -1.849 0.662
H21 2.816 4.097 3.858
H22 2.235 2.915 2.643
H23 2.477 4.548 2.178
H24 4.629 2.829 3.580
H25 5.026 4.258 2.597
H26 4.779 3.938 0.314
H27 3.164 3.024 0.238
H28 4.491 2.314 -0.454
H29 6.498 3.371 1.142
H30 6.364 1.686 0.723
H31 7.997 1.775 2.401
H32 6.481 0.826 2.998
H33 6.976 2.409 3.632
H34 3.033 1.307 1.937
H35 4.407 0.794 2.912
H36 4.236 0.269 -0.125
H37 3.685 -0.768 1.101
H38 5.119 -2.638 0.920
H39 6.832 -2.201 1.127
H40 6.095 -1.836 -0.466
C17 0.243 -0.080 -1.754
C18 -1.061 -0.333 -1.419
C19 -1.541 0.046 0.042
O3 -2.568 -0.466 0.512
C20 -0.664 0.881 0.808
C21 0.551 1.353 0.346
C22 1.049 0.704 -0.915
O4 2.323 0.799 -1.125
O5 1.231 2.213 0.992
O6 -1.842 -0.911 -2.195
H41 0.529 -0.442 -2.790
H42 -0.874 1.250 1.817
C23 3.476 0.660 -3.954
Br1 3.147 -1.265 -4.177
Br2 3.102 1.480 -5.808
Br3 5.300 0.953 -3.408
H43 2.733 1.065 -3.274
C24 2.092 -3.309 -1.307
Br4 3.370 -4.700 -1.630
Br5 1.609 -3.258 0.496
Br6 0.607 -3.740 -2.414
H44 2.524 -2.339 -1.621
C25 2.036 5.254 -1.855
Br7 3.242 4.255 -2.936
Br8 0.986 6.576 -2.727
Br9 3.085 6.149 -0.414
H45 1.288 4.621 -1.404
C26 -4.382 1.558 4.521
Br10 -3.493 1.312 6.193
Br11 -5.329 3.237 4.764
Br12 -5.452 0.017 4.023
H46 -3.661 1.707 3.737
C27 -0.639 4.177 2.477
Br13 -2.478 3.988 2.020
Br14 -0.529 3.827 4.356
Br15 0.231 5.839 1.936
H47 0.001 3.443 1.995
C28 -5.562 1.599 -0.055
Br16 -7.122 0.780 0.666
Br17 -5.430 3.356 0.797
Br18 -5.807 1.783 -1.907
H48 -4.644 1.036 0.182
C29 -1.821 2.193 -3.232
Br19 -2.214 2.982 -1.599
Br20 0.019 2.651 -3.687
Br21 -2.980 2.720 -4.722
H49 -1.967 1.133 -3.138
C30 -0.390 -1.390 3.388
Br22 0.465 -3.079 3.900
Br23 0.516 -0.035 4.360
Br24 -2.159 -1.459 3.776
H50 -0.324 -1.122 2.346
C31 6.790 3.992 -2.143
Br25 8.073 2.568 -1.671
Br26 7.227 4.558 -3.911
Br27 6.957 5.451 -0.966
H51 5.817 3.554 -2.103
C32 -1.683 -2.568 -4.619
Br28 -0.261 -2.383 -5.894
Br29 -2.089 -4.503 -4.632
Br30 -3.223 -1.639 -5.028
H52 -1.278 -2.292 -3.628

Results
Kohn-Sham gap, eV: 7.10
Charge: 0
HOMO, hartree: -0.2689